No. 1
C36H45AsN4ORuS2 | ωB97M-V/def2-TZVPD

The charge is +1. The frontier orbital gap (alpha / beta) is 6.6 / 6.8 eV. As for the spin multiplicity: 2. The energy above the lowest of the compared OMol25 structures with the same formula, charge and spin is 46.1 kcal per mole. The calculation puts the LUMO energy (alpha / beta) at -3.1866 / -3.0093 eV. The value obtained for the HOMO energy (alpha / beta) is -9.77 / -9.77 eV.

Geometry as XYZ:
```
90
Properties=species:S:1:pos:R:3:mulliken_spin:R:1
Ru -0.017 0.299 -0.013 1.039
S -1.898 1.805 3.747 0.008
C -1.398 3.208 2.868 0.000
C -0.746 2.909 1.712 0.004
C -0.644 1.520 1.481 -0.049
C -1.218 0.783 2.512 0.056
C -1.244 -0.642 2.511 -0.059
C -1.954 -1.439 3.421 0.004
C -1.862 -2.807 3.336 0.000
C -1.073 -3.378 2.333 0.000
C -0.441 -2.539 1.437 0.004
N -0.516 -1.218 1.517 -0.039
H -1.616 4.181 3.267 0.000
H -0.377 3.660 1.029 0.000
H -2.561 -0.962 4.174 0.000
H -2.386 -3.434 4.038 0.000
H -0.955 -4.447 2.264 0.000
H 0.163 -2.932 0.623 -0.010
C 3.157 -0.939 -2.929 -0.003
C 3.187 0.201 -3.717 0.006
C 2.236 1.185 -3.545 -0.002
C 1.255 1.054 -2.553 0.014
C 1.290 -0.057 -1.671 0.034
C 2.214 -1.055 -1.906 -0.046
C 0.112 1.918 -2.419 -0.015
C -0.262 2.956 -3.273 -0.008
C -1.495 3.556 -3.146 0.005
C -2.406 3.100 -2.152 -0.001
C -3.693 3.617 -1.975 0.004
C -4.545 3.090 -1.018 -0.001
C -4.159 1.997 -0.258 0.014
C -2.897 1.449 -0.420 0.065
C -1.985 2.027 -1.315 -0.030
N -0.722 1.538 -1.397 0.012
H 3.859 -1.741 -3.107 -0.001
H 3.932 0.309 -4.493 0.000
H 2.245 2.054 -4.184 0.000
H 2.205 -1.962 -1.312 -0.005
H 0.422 3.251 -4.054 0.000
H -1.805 4.325 -3.836 0.000
H -4.018 4.437 -2.600 0.000
H -5.523 3.522 -0.874 0.000
H -4.843 1.556 0.452 0.001
H -2.623 0.540 0.108 -0.016
C -3.614 -2.835 -2.490 0.000
As -1.709 -2.428 -2.438 0.003
C -0.782 -4.152 -2.348 0.001
C -1.159 -1.586 -4.108 0.000
O -1.419 -1.492 -1.132 -0.021
H -3.852 -3.531 -3.289 0.000
H -4.170 -1.907 -2.627 0.000
H -3.883 -3.275 -1.528 0.000
H -1.082 -4.764 -3.196 0.000
H -1.057 -4.663 -1.425 0.000
H 0.296 -3.995 -2.380 0.000
H -1.463 -2.193 -4.957 0.000
H -0.073 -1.473 -4.100 0.000
H -1.620 -0.599 -4.170 0.000
C 6.119 -4.249 0.872 0.000
C 5.783 -3.366 2.073 0.000
C 4.278 -3.154 2.264 -0.001
C 3.558 -2.641 1.016 0.001
N 4.106 -1.400 0.515 0.001
C 3.540 -0.198 0.651 0.002
S 2.170 0.010 1.645 0.023
N 4.088 0.835 0.014 0.001
C 3.700 2.216 0.202 0.009
C 4.273 2.809 1.492 -0.001
C 5.788 3.014 1.472 0.000
C 6.600 1.726 1.597 0.000
H 7.182 -4.471 0.847 0.000
H 5.866 -3.756 -0.066 0.000
H 5.577 -5.190 0.927 0.000
H 6.283 -2.398 1.976 0.000
H 6.167 -3.836 2.980 0.000
H 4.113 -2.451 3.082 0.000
H 3.815 -4.104 2.532 0.000
H 2.507 -2.461 1.257 0.005
H 3.626 -3.396 0.226 0.000
H 4.996 -1.461 0.038 0.000
H 4.904 0.665 -0.559 0.000
H 2.602 2.268 0.229 -0.009
H 4.056 2.775 -0.665 0.000
H 3.993 2.167 2.330 0.001
H 3.788 3.773 1.646 0.000
H 6.033 3.657 2.316 0.000
H 6.081 3.546 0.564 0.000
H 6.163 1.074 2.351 0.000
H 7.618 1.955 1.900 0.000
H 6.658 1.185 0.655 0.000
```


No. 2
C36H45BrGeN7OPSeV | ωB97M-V/def2-TZVPD

The charge is -2. The frontier orbital gap (alpha / beta) is 3.8 / 4.7 eV. As for the spin multiplicity: 4. The energy above the lowest of the compared OMol25 structures with the same formula, charge and spin is 9.0 kcal per mole. The calculation puts the LUMO energy (alpha / beta) at 4.2865 / 4.2857 eV. The value obtained for the HOMO energy (alpha / beta) is 0.50 / -0.45 eV.

Geometry as XYZ:
```
94
Properties=species:S:1:pos:R:3:mulliken_spin:R:1
V -0.003 1.095 -0.389 2.415
C -5.051 -1.022 -0.982 0.000
N -3.686 -0.931 -0.534 0.003
C -3.100 -1.725 0.435 -0.003
C -1.803 -1.344 0.490 0.001
N -1.582 -0.323 -0.411 -0.096
C -2.730 -0.118 -1.067 0.072
P -3.115 0.877 -2.524 0.005
C -1.428 1.068 -3.109 0.069
N -0.273 1.085 -2.432 0.000
C 0.748 0.993 -3.360 0.065
C 0.225 1.008 -4.606 0.007
N -1.149 1.088 -4.446 -0.001
C -2.127 0.934 -5.492 0.000
C -2.468 4.232 -0.670 -0.013
N -1.259 3.776 -0.238 -0.059
C -0.222 4.608 -0.615 0.011
C -0.765 5.624 -1.320 -0.008
N -2.128 5.371 -1.340 -0.005
C -3.109 6.219 -1.971 0.000
H -5.676 -1.354 -0.154 0.000
H -5.150 -1.718 -1.820 0.000
H -5.395 -0.041 -1.307 0.000
H -3.663 -2.454 0.991 0.001
H -1.003 -1.727 1.105 0.026
H 1.779 0.921 -3.060 -0.019
H 0.685 0.975 -5.578 0.000
H -1.622 1.005 -6.455 0.000
H -2.884 1.717 -5.431 0.000
H -2.632 -0.030 -5.402 0.000
H 0.798 4.393 -0.354 0.007
H -0.313 6.473 -1.806 0.000
H -2.626 6.837 -2.729 0.001
H -3.600 6.872 -1.245 0.000
H -3.866 5.597 -2.444 0.000
O 5.936 3.117 -0.288 0.027
C 4.591 2.767 -0.383 0.381
C 3.750 3.183 -1.418 -0.149
C 2.437 2.792 -1.448 0.370
N 1.874 1.931 -0.497 0.283
C 2.705 1.685 0.554 0.128
Br 1.821 0.712 1.939 0.026
C 4.006 2.041 0.689 -0.008
H 6.197 3.479 -1.139 -0.002
H 4.119 3.834 -2.207 0.005
H 1.769 3.134 -2.225 0.016
H 4.569 1.774 1.571 0.013
C 1.282 -2.005 -1.155 -0.041
C 2.481 -2.296 -1.862 0.020
C 3.685 -1.576 -1.631 -0.007
C 4.869 -1.909 -2.259 0.001
C 4.944 -2.978 -3.155 0.000
C 3.776 -3.699 -3.402 0.000
C 2.584 -3.373 -2.783 0.001
H 1.246 -0.995 -0.748 -0.018
H 0.352 -2.308 -1.632 0.007
H 3.660 -0.734 -0.946 0.010
H 5.757 -1.320 -2.049 0.000
H 5.875 -3.234 -3.646 0.000
H 3.798 -4.532 -4.100 0.000
H 1.690 -3.950 -3.003 0.000
C -1.020 2.529 0.480 -0.390
C -1.566 2.535 1.816 0.031
C -1.555 1.366 2.615 -0.056
C -2.039 1.344 3.909 0.079
C -2.570 2.489 4.497 -0.122
C -2.599 3.656 3.737 0.064
C -2.118 3.683 2.441 -0.118
H -1.169 0.445 2.200 -0.002
H -2.003 0.412 4.466 0.005
H -2.952 2.471 5.511 -0.013
H -3.008 4.567 4.164 0.004
H -2.172 4.607 1.881 -0.020
C -1.539 -4.275 3.312 0.000
Ge 0.244 -3.964 4.081 0.001
C 0.296 -5.007 5.766 0.000
C 0.370 -2.069 4.563 -0.003
C 1.702 -4.399 2.878 0.000
Se 1.606 -3.291 1.130 -0.002
C 0.559 -4.655 0.211 0.000
H -2.260 -4.447 4.115 0.000
H -1.558 -5.134 2.644 0.000
H -1.860 -3.401 2.745 0.001
H -0.482 -4.663 6.452 0.000
H 1.263 -4.899 6.259 0.000
H 0.132 -6.069 5.567 0.000
H -0.552 -1.714 5.028 0.000
H 0.547 -1.485 3.658 0.002
H 1.197 -1.893 5.253 0.000
H 1.787 -5.463 2.647 0.000
H 2.640 -4.086 3.344 0.000
H 0.167 -5.356 0.942 0.000
H 1.193 -5.181 -0.502 0.000
H -0.257 -4.171 -0.317 0.000
```


No. 3
C36H45BrN5O4S2V | ωB97M-V/def2-TZVPD

The charge is +1. The frontier orbital gap (alpha / beta) is 7.4 / 5.7 eV. As for the spin multiplicity: 2. The energy above the lowest of the compared OMol25 structures with the same formula, charge and spin is 12.1 kcal per mole. The calculation puts the LUMO energy (alpha / beta) at -2.0781 / -2.1218 eV. The value obtained for the HOMO energy (alpha / beta) is -9.48 / -7.85 eV.

Geometry as XYZ:
```
94
Properties=species:S:1:pos:R:3:mulliken_spin:R:1
V -0.698 0.488 1.325 1.192
O 2.010 3.452 3.261 0.000
C 3.125 3.119 2.573 0.000
C 4.335 3.696 2.958 0.000
C 5.501 3.390 2.283 0.000
C 5.484 2.510 1.206 0.000
C 4.281 1.945 0.823 0.002
C 3.094 2.223 1.499 0.004
C 1.817 1.561 1.018 0.010
O 0.670 1.911 1.675 0.006
N 2.006 0.078 1.117 0.001
N 0.983 -0.609 1.739 -0.023
C 1.325 -1.774 2.179 -0.109
C 0.470 -2.733 2.845 0.019
Br -0.932 -2.091 3.973 -0.007
C 0.656 -4.060 2.811 -0.065
C 1.570 -4.770 1.907 0.014
C 2.138 -5.971 2.337 -0.016
C 3.001 -6.680 1.518 0.007
C 3.295 -6.212 0.245 -0.015
C 2.711 -5.038 -0.208 0.005
C 1.855 -4.322 0.613 -0.018
H 1.281 2.953 2.827 0.004
H 4.330 4.382 3.794 0.000
H 6.432 3.844 2.596 0.000
H 6.394 2.277 0.671 0.000
H 4.252 1.273 -0.031 0.001
H 1.705 1.784 -0.053 -0.009
H 2.913 -0.217 1.457 -0.001
H 2.337 -2.127 1.992 -0.011
H 0.098 -4.676 3.506 -0.006
H 1.908 -6.344 3.327 0.000
H 3.441 -7.602 1.873 0.000
H 3.965 -6.769 -0.396 -0.001
H 2.913 -4.680 -1.210 0.001
H 1.376 -3.429 0.229 0.003
N -1.410 1.214 3.287 0.005
C -2.835 1.574 3.310 0.002
C -3.633 0.405 2.763 0.006
N -3.064 -0.046 1.489 0.020
C -3.520 -1.375 1.099 0.008
C -2.658 -1.838 -0.055 0.014
N -1.264 -1.726 0.369 0.009
H -1.202 0.534 4.012 0.004
H -0.831 2.022 3.486 0.001
H -2.968 2.448 2.677 -0.001
H -3.178 1.831 4.316 0.000
H -4.694 0.665 2.676 -0.001
H -3.565 -0.433 3.462 -0.002
H -3.296 0.625 0.763 -0.012
H -4.586 -1.405 0.848 -0.001
H -3.365 -2.044 1.950 -0.002
H -2.798 -1.177 -0.916 -0.007
H -2.946 -2.846 -0.369 0.000
H -0.640 -1.748 -0.427 0.000
H -1.018 -2.493 0.986 -0.004
O -1.971 2.187 0.464 -0.020
S -2.194 3.580 -0.065 -0.002
C -0.807 3.957 -1.164 0.001
C -0.606 2.862 -2.193 0.000
C 0.845 2.699 -2.643 0.000
C 1.087 1.294 -3.192 0.001
S 1.256 0.128 -1.805 0.000
O -0.037 0.161 -1.020 -0.015
C 1.206 -1.396 -2.726 -0.003
C 2.414 -1.987 -3.068 0.000
C 2.407 -3.181 -3.776 0.000
C 1.201 -3.777 -4.114 0.000
C -0.003 -3.182 -3.755 0.000
C -0.006 -1.984 -3.060 0.001
C -3.482 3.410 -1.288 0.001
C -3.814 2.167 -1.802 0.002
C -4.832 2.077 -2.739 0.000
C -5.503 3.220 -3.151 0.000
C -5.166 4.459 -2.624 0.000
C -4.157 4.558 -1.679 0.000
H 0.041 4.040 -0.478 0.001
H -1.015 4.945 -1.578 0.000
H -1.248 3.016 -3.063 0.000
H -0.923 1.931 -1.729 0.003
H 1.535 2.868 -1.811 -0.001
H 1.101 3.441 -3.402 0.000
H 2.053 1.214 -3.698 0.000
H 0.306 0.962 -3.877 0.000
H 3.350 -1.525 -2.775 0.000
H 3.342 -3.650 -4.051 0.000
H 1.197 -4.713 -4.658 0.000
H -0.939 -3.656 -4.022 0.000
H -0.935 -1.505 -2.773 -0.001
H -3.269 1.290 -1.476 0.005
H -5.103 1.114 -3.152 0.000
H -6.299 3.144 -3.880 0.000
H -5.699 5.347 -2.937 0.000
H -3.903 5.518 -1.244 0.000
```


No. 4
C36H45Cl45F5N5OS | ωB97M-V/def2-TZVPD

The frontier orbital gap is 8.3 eV. As for the spin multiplicity: 1. The calculation puts the LUMO energy at -0.9722 eV. The value obtained for the HOMO energy is -9.22 eV.

Geometry as XYZ:
```
138
Properties=species:S:1:pos:R:3:lowdin_charge:R:1
C -2.526 -4.285 2.688 -0.159
O -3.863 -4.221 2.224 -0.190
C -4.247 -2.911 1.831 -0.232
C -4.587 -2.831 0.339 -0.148
C -4.079 -1.522 -0.318 -0.194
C -5.189 -0.758 -1.078 -0.189
C -6.000 0.166 -0.148 -0.227
C -5.875 1.648 -0.558 -0.204
C -4.727 2.347 0.201 -0.118
C -3.806 3.199 -0.621 -0.145
C -2.487 3.224 -0.358 0.038
C -1.529 3.961 -1.115 -0.050
C -0.086 3.837 -0.638 -0.361
F 0.615 4.988 -0.726 0.121
F -0.094 3.474 0.686 0.064
C 0.733 2.698 -1.317 -0.498
F -0.013 1.600 -1.438 0.170
F 1.801 2.398 -0.525 -0.040
F 1.233 3.047 -2.512 0.117
C -1.873 4.709 -2.190 -0.100
C -0.923 5.455 -3.082 -0.130
C -0.972 5.051 -4.566 -0.189
C -0.411 3.667 -4.877 -0.203
C -1.306 2.517 -4.392 -0.181
N -1.412 1.410 -5.394 0.019
C -0.920 0.184 -4.794 -0.557
N -1.533 -0.515 -3.942 0.166
N 0.394 -0.182 -5.219 0.090
C -3.279 4.781 -2.459 -0.305
N -3.837 5.520 -3.399 -0.212
S -5.427 5.286 -3.312 1.042
N -5.484 4.241 -2.090 -0.210
C -4.243 4.033 -1.692 -0.297
H -2.441 -3.835 3.678 0.087
H -2.264 -5.333 2.747 0.025
H -1.849 -3.804 1.982 0.074
H -5.116 -2.608 2.417 0.121
H -3.447 -2.208 2.062 0.105
H -5.665 -2.874 0.212 0.104
H -4.154 -3.674 -0.190 0.114
H -3.273 -1.742 -1.014 0.101
H -3.691 -0.845 0.439 0.088
H -4.704 -0.193 -1.874 0.091
H -5.862 -1.469 -1.551 0.106
H -5.632 0.089 0.875 0.092
H -7.043 -0.125 -0.117 0.054
H -6.811 2.176 -0.395 0.080
H -5.696 1.691 -1.626 0.090
H -5.149 2.942 1.012 0.128
H -4.128 1.569 0.671 0.102
H -2.161 2.613 0.466 0.129
H -1.193 6.511 -3.036 0.132
H 0.099 5.373 -2.739 0.043
H -0.390 5.792 -5.114 0.081
H -1.980 5.090 -4.961 0.096
H 0.605 3.543 -4.505 0.033
H -0.352 3.565 -5.959 0.104
H -0.901 2.108 -3.469 0.086
H -2.299 2.884 -4.146 0.113
H -2.399 1.273 -5.582 0.088
H -2.440 -0.094 -3.741 0.052
H 0.349 -0.163 -6.237 0.027
H 0.962 0.641 -5.017 0.029
C -2.168 -2.565 -7.189 -1.539
Cl -2.864 -1.065 -7.829 0.532
Cl -3.415 -3.787 -6.963 0.538
Cl -0.894 -3.156 -8.254 0.533
H -1.732 -2.343 -6.222 -0.008
C 0.593 -5.870 4.646 -1.530
Cl 0.805 -4.932 6.122 0.504
Cl -0.974 -6.683 4.643 0.563
Cl 0.779 -4.845 3.219 0.560
H 1.365 -6.626 4.617 -0.042
C 2.903 6.952 -4.285 -1.513
Cl 2.565 8.059 -2.956 0.541
Cl 2.417 5.310 -3.860 0.628
Cl 2.095 7.476 -5.763 0.545
H 3.970 6.953 -4.465 0.013
C 2.610 1.334 -8.395 -1.538
Cl 2.487 2.033 -6.779 0.554
Cl 1.037 0.728 -8.918 0.535
Cl 3.258 2.503 -9.541 0.539
H 3.291 0.495 -8.347 0.015
C 3.844 -8.014 7.260 -1.523
Cl 2.568 -7.162 8.129 0.526
Cl 3.341 -8.385 5.602 0.523
Cl 5.339 -7.084 7.287 0.509
H 4.019 -8.956 7.762 0.015
C 3.633 1.262 0.740 -1.524
Cl 3.413 0.853 2.443 0.546
Cl 5.349 1.270 0.322 0.552
Cl 2.738 0.153 -0.293 0.635
H 3.244 2.259 0.584 -0.052
C 8.082 -9.233 4.381 -1.562
Cl 6.370 -8.863 4.600 0.494
Cl 8.309 -10.472 3.146 0.534
Cl 8.992 -7.777 3.983 0.512
H 8.463 -9.620 5.317 -0.003
C 2.863 3.934 3.950 -1.560
Cl 1.738 4.781 5.014 0.530
Cl 2.380 4.056 2.261 0.606
Cl 4.512 4.528 4.182 0.541
H 2.849 2.887 4.220 -0.109
C -9.950 1.004 1.417 -1.538
Cl -9.847 0.881 -0.340 0.542
Cl -10.841 -0.359 2.091 0.533
Cl -8.345 1.123 2.143 0.562
H -10.491 1.910 1.655 0.010
C 2.097 1.182 7.332 -1.518
Cl 1.656 -0.368 8.049 0.559
Cl 2.986 0.963 5.825 0.556
Cl 0.678 2.178 7.028 0.533
H 2.743 1.706 8.024 0.019
C 9.832 -5.874 7.678 -1.551
Cl 9.692 -5.340 9.352 0.532
Cl 11.522 -6.022 7.199 0.531
Cl 8.975 -7.397 7.431 0.506
H 9.369 -5.127 7.047 0.014
C 7.426 -0.534 -2.727 -1.568
Cl 7.508 0.066 -4.384 0.518
Cl 6.450 -1.997 -2.634 0.525
Cl 9.044 -0.811 -2.079 0.521
H 6.948 0.223 -2.120 -0.024
C 8.376 3.690 5.274 -1.565
Cl 9.260 5.201 5.061 0.524
Cl 8.935 2.466 4.135 0.523
Cl 8.510 3.112 6.936 0.521
H 7.331 3.883 5.072 -0.031
C -5.871 -1.678 -9.975 -1.576
Cl -6.570 -3.002 -9.047 0.517
Cl -4.869 -2.291 -11.289 0.522
Cl -7.128 -0.601 -10.588 0.523
H -5.235 -1.108 -9.311 -0.046
C -0.792 -2.280 10.146 -1.573
Cl 0.016 -2.284 11.715 0.524
Cl -1.473 -3.866 9.786 0.525
Cl -2.036 -1.032 10.085 0.524
H -0.053 -2.054 9.391 -0.052
```


no.,E (eV),largest force on an atom (Eh/bohr)
1,-131155.5517,0.10114
2,-277417.8002,0.01675
3,-171097.9036,0.02718
4,-635489.6409,0.05187